Entry 1:
The following is a DFT calculation (wB97M-V/def2-TZVPD) of a structure of composition C17H28IN4O3Ru.

Summary:
DFT total energy = -40827.3298 eV
HOMO level (spin up / spin down) = -9.240 / -10.918 eV
Lowest unoccupied orbital energy (spin up / spin down) = -3.1 / -4.6 eV

```
! wB97M-V def2-TZVPD RIJCOSX def2/J DEFGRID3
* xyz 1 5
Ru -0.253 0.672 -0.169
C 0.174 -0.952 -2.783
C 0.670 -1.960 -1.720
N 0.536 -1.352 -0.588
C 2.353 -0.784 0.112
C 2.395 0.401 1.429
N 1.055 2.625 0.630
C 2.160 2.572 -0.099
C 1.138 3.188 -1.216
C -0.217 3.764 -0.697
N -0.922 2.721 -0.320
C -2.184 2.296 -1.470
C -2.869 0.925 -1.314
N -1.750 0.001 -1.555
C -1.332 -0.638 -2.738
H 0.369 -1.373 -3.781
H 0.764 -0.026 -2.707
H 1.636 -2.383 -2.056
H -0.050 -2.808 -1.679
H 0.523 -1.850 0.578
H 2.796 -0.317 -0.781
H 2.960 -1.647 0.386
H 3.408 0.701 1.694
H 1.883 -0.142 2.428
H 1.008 2.150 1.649
H 3.001 2.108 -0.649
H 2.598 3.406 0.510
H 0.928 2.436 -1.992
H 1.698 4.005 -1.704
H -0.626 4.459 -1.447
H -0.023 4.354 0.206
H -1.763 2.686 0.393
H -1.626 2.302 -2.416
H -2.920 3.109 -1.510
H -3.598 0.753 -2.122
H -3.412 0.935 -0.364
H -2.143 -0.883 -0.868
H -1.511 0.147 -3.496
H -1.901 -1.520 -3.061
O -1.239 0.360 1.323
I -3.319 -4.661 3.582
C -1.713 -3.494 2.968
C -0.438 -3.765 3.455
C 0.634 -2.991 3.048
C 0.461 -1.931 2.152
C -0.851 -1.673 1.662
C -1.920 -2.452 2.073
C 1.693 -1.117 1.759
O 2.848 -1.490 2.285
O 1.455 -0.058 0.826
H -0.263 -4.575 4.151
H 1.628 -3.199 3.427
H -1.019 -0.798 0.894
H -2.908 -2.235 1.684
*
```

Computed natural (NBO) charges, given in elementary charges: 0.91, -0.39, -0.27, -0.66, -0.12, -0.09, -0.60, -0.33, -0.39, -0.26, -0.57, -0.24, -0.26, -0.58, -0.23, 0.24, 0.19, 0.21, 0.20, 0.46, 0.23, 0.31, 0.35, 0.26, 0.33, 0.23, 0.25, 0.19, 0.23, 0.22, 0.25, 0.44, 0.20, 0.22, 0.23, 0.25, 0.41, 0.21, 0.22, -0.64, 0.20, -0.15, -0.25, -0.13, -0.25, -0.16, -0.20, 0.38, -0.67, -0.38, 0.24, 0.26, 0.29, 0.22

---

Entry 2:
The following is a DFT calculation (wB97M-V/def2-TZVPD) of a structure of composition C6H14N3V.

Summary:
DFT total energy = -36598.1800 eV
HOMO level (spin up / spin down) = -11.673 / -11.348 eV
Lowest unoccupied orbital energy (spin up / spin down) = -3.0 / -2.8 eV

```
! wB97M-V def2-TZVPD RIJCOSX def2/J DEFGRID3
* xyz 1 2
C -0.462 2.103 -3.226
V -0.346 0.967 -1.564
N -2.377 0.265 -1.541
H 0.968 1.814 -1.503
H 0.075 0.953 -3.032
H 0.329 2.724 -3.660
H -0.818 2.623 -2.306
H -1.279 2.001 -3.951
H -2.821 0.369 -0.623
H -2.459 -0.729 -1.776
H -2.998 0.743 -2.196
N 1.655 -2.051 3.619
C 1.173 -1.414 2.521
C 0.072 -0.534 2.613
C -0.371 0.134 1.474
N 0.220 -0.053 0.258
C 1.273 -0.907 0.155
C 1.769 -1.604 1.253
H 1.247 -1.916 4.533
H 2.450 -2.671 3.564
H -0.421 -0.371 3.572
H -1.208 0.838 1.520
H 1.715 -1.007 -0.840
H 2.613 -2.281 1.137
*
```

Computed natural (NBO) charges, given in elementary charges: -0.73, 0.80, -1.10, -0.25, 0.16, 0.28, 0.21, 0.23, 0.41, 0.41, 0.41, -0.76, 0.25, -0.30, 0.08, -0.61, 0.08, -0.30, 0.41, 0.41, 0.24, 0.21, 0.22, 0.24

---

Entry 3:
The following is a DFT calculation (wB97M-V/def2-TZVPD) of a structure of composition C22H45N2O9Sr.

Summary:
DFT total energy = -45784.9794 eV
HOMO level = -11.039 eV
Lowest unoccupied orbital energy = -1.9 eV

```
! wB97M-V def2-TZVPD RIJCOSX def2/J DEFGRID3
* xyz 1 1
Sr -0.435 0.479 0.061
C 2.519 1.358 -1.775
C 1.757 0.356 -2.608
O 1.290 -0.662 -1.727
C 0.641 -1.755 -2.383
C -0.118 -2.543 -1.343
O -1.108 -1.682 -0.764
C -2.347 -2.303 -0.403
C -3.285 -1.213 0.112
O -3.146 0.014 -0.615
C -3.786 0.058 -1.881
C -2.856 -0.321 -3.013
O -1.666 0.460 -3.054
C -1.776 1.731 -3.679
C -1.876 2.841 -2.663
O -0.782 2.785 -1.756
C 0.375 3.514 -2.135
C 1.377 3.352 -1.022
O 1.696 1.979 -0.779
H 2.973 2.109 -2.426
H 3.324 0.840 -1.250
H 2.427 -0.064 -3.366
H 0.903 0.820 -3.117
H 1.378 -2.397 -2.871
H -0.052 -1.370 -3.135
H 0.557 -2.900 -0.561
H -0.592 -3.401 -1.824
H -2.195 -3.045 0.384
H -2.757 -2.815 -1.278
H -3.031 -0.965 1.135
H -4.315 -1.574 0.070
H -4.155 1.073 -2.017
H -4.654 -0.608 -1.902
H -3.400 -0.241 -3.960
H -2.529 -1.353 -2.902
H -2.633 1.770 -4.358
H -0.875 1.865 -4.281
H -2.778 2.733 -2.064
H -1.915 3.810 -3.171
H 0.142 4.576 -2.260
H 0.775 3.146 -3.088
H 0.950 3.725 -0.094
H 2.282 3.919 -1.246
C -3.364 2.842 2.253
C -1.874 2.554 2.277
C -1.104 3.571 3.095
O -1.363 2.537 0.905
C -1.674 1.130 2.847
O -1.791 0.967 4.047
O -1.432 0.229 1.949
H -3.556 3.868 1.921
H -3.770 2.724 3.257
H -3.874 2.147 1.583
H -1.352 4.591 2.784
H -0.028 3.419 2.982
H -1.355 3.449 4.147
H -1.693 3.315 0.445
C 3.204 -4.527 2.878
C 3.146 -3.104 3.420
N 2.915 -2.084 2.391
C 4.076 -1.656 1.617
C 4.170 -2.268 0.218
C 1.678 -1.590 2.104
C 0.518 -2.115 2.905
N 1.444 -0.679 1.203
H 3.282 -5.243 3.699
H 4.069 -4.671 2.227
H 2.304 -4.762 2.305
H 4.089 -2.858 3.908
H 2.381 -3.022 4.185
H 4.956 -1.939 2.190
H 4.091 -0.564 1.564
H 4.244 -3.355 0.278
H 5.064 -1.898 -0.292
H 3.299 -2.020 -0.393
H 0.627 -1.845 3.957
H 0.452 -3.204 2.842
H -0.399 -1.649 2.555
H 2.310 -0.391 0.757
*
```

Computed Löwdin charges, given in elementary charges: 1.61, -0.15, -0.16, -0.22, -0.16, -0.15, -0.31, -0.14, -0.15, -0.18, -0.16, -0.16, -0.16, -0.16, -0.15, -0.19, -0.17, -0.15, -0.20, 0.14, 0.13, 0.15, 0.11, 0.14, 0.12, 0.13, 0.14, 0.14, 0.13, 0.11, 0.14, 0.13, 0.14, 0.14, 0.12, 0.14, 0.13, 0.13, 0.14, 0.14, 0.13, 0.13, 0.14, 0.00, -0.50, -0.01, -0.18, -0.59, 0.08, -0.31, 0.09, 0.10, 0.09, 0.09, 0.09, 0.10, 0.10, -0.07, -0.21, -0.08, -0.20, -0.06, -0.40, 0.01, 0.03, 0.08, 0.07, 0.07, 0.12, 0.10, 0.12, 0.12, 0.07, 0.08, 0.05, 0.10, 0.09, 0.06, 0.02

---

Entry 4:
The following is a DFT calculation (wB97M-V/def2-TZVPD) of a structure of composition C6H6Cl3CrF2O6.

Summary:
DFT total energy = -90029.0039 eV
HOMO level (spin up / spin down) = -9.377 / -9.644 eV
Lowest unoccupied orbital energy (spin up / spin down) = -2.0 / 0.0 eV

```
! wB97M-V def2-TZVPD RIJCOSX def2/J DEFGRID3
* xyz 0 4
Cr 0.107 0.038 0.772
Cl -0.210 2.298 0.128
Cl -0.489 -1.288 -1.139
Cl 0.822 -0.632 2.985
C 4.925 -0.472 -1.926
C 5.435 -0.063 -0.633
O 4.360 0.510 -0.047
C 3.328 0.003 -0.419
O 2.198 0.031 0.152
O 3.522 -0.510 -1.626
F 6.434 0.881 -0.816
H 5.323 -1.448 -2.202
H 5.121 0.249 -2.719
H 5.873 -0.868 -0.043
C -5.498 0.635 1.163
C -5.136 -0.489 0.140
O -3.764 -0.792 0.678
C -3.216 0.309 1.199
O -1.984 0.316 1.458
O -4.194 1.155 1.492
F -5.018 -0.059 -1.083
H -6.155 0.293 1.962
H -6.017 1.280 0.454
H -5.765 -1.376 0.073
*
```

Computed natural (NBO) charges, given in elementary charges: 1.33, -0.49, -0.53, -0.57, -0.13, 0.44, -0.43, 1.05, -0.64, -0.44, -0.33, 0.22, 0.23, 0.18, -0.13, 0.45, -0.48, 1.05, -0.62, -0.45, -0.30, 0.22, 0.22, 0.18

---

Entry 5:
The following is a DFT calculation (wB97M-V/def2-TZVPD) of the molecule C4H6N4.

Summary:
DFT total energy = -10201.3811 eV
HOMO level = -7.333 eV
Structure (SMILES) = [H]/N=N/c1[nH]ccc1N
Lowest unoccupied orbital energy = 0.3 eV

```
! wB97M-V def2-TZVPD RIJCOSX def2/J DEFGRID3
* xyz 0 1
H 3.485 -0.844 0.121
N 2.582 -0.441 -0.303
N 1.644 -1.275 0.191
C 0.193 -0.807 0.043
N -0.954 -1.472 -0.090
C -1.955 -0.536 -0.129
C -1.512 0.685 -0.022
C -0.056 0.656 0.137
N 0.745 1.770 -0.028
H -1.126 -2.531 0.416
H -3.018 -0.950 -0.368
H -2.291 1.432 -0.098
H 1.834 1.577 -0.276
H 0.430 2.735 0.405
*
```

Computed natural (NBO) charges, given in elementary charges: 0.33, -0.43, -0.15, 0.14, -0.55, -0.02, -0.34, 0.15, -0.84, 0.43, 0.21, 0.23, 0.45, 0.40

---

Entry 6:
The following is a DFT calculation (wB97M-V/def2-TZVPD) of a cluster of 2 separate species, C6H13O2 in total.

Summary:
DFT total energy = -10525.6862 eV
HOMO level (spin up / spin down) = -8.011 / -9.624 eV
Lowest unoccupied orbital energy (spin up / spin down) = 0.7 / 0.3 eV

```
! wB97M-V def2-TZVPD RIJCOSX def2/J DEFGRID3
* xyz 0 2
H 3.427 1.345 -0.122
C 1.359 -0.232 -0.245
C 1.741 -1.278 0.676
C 0.400 0.787 0.092
O 0.573 1.844 0.681
C -0.950 0.376 -0.560
C -2.073 0.089 0.405
C -3.418 -0.326 -0.233
H 1.738 -0.252 -1.283
H 2.686 -1.715 0.373
H 1.829 -0.822 1.667
H 1.026 -2.093 0.739
H -1.261 1.229 -1.164
H -0.780 -0.492 -1.207
H -1.810 -0.687 1.120
H -2.266 1.010 0.954
H -4.171 -0.477 0.555
H -3.792 0.475 -0.879
H -3.359 -1.252 -0.804
O 4.210 0.891 -0.452
H 4.890 1.579 -0.312
*
```

Computed natural (NBO) charges, given in elementary charges: 0.47, -0.20, -0.68, 0.54, -0.54, -0.50, -0.39, -0.60, 0.22, 0.24, 0.23, 0.22, 0.23, 0.21, 0.20, 0.21, 0.21, 0.20, 0.20, -0.94, 0.47

---

Which value of DFT total energy does entry 2 give?
-36598.1800 eV

---

Which value of DFT total energy does entry 4 give?
-90029.0039 eV

---

The lowest DFT total energy belongs to which entry?
C6H6Cl3CrF2O6